Here is a cluster of 9 separate species, C63H138N6O9 in total at a distorted geometry from the Open Molecules 2025 dataset. Energies are from ωB97M-V/def2-TZVPD.

Structure (XYZ):
```
216
Properties=species:S:1:pos:R:3:forces:R:3
C -3.77393 -3.59604 -4.33865 0.3 0.8 -0.9
C -3.17700 -2.17640 -4.13128 0.0 -0.6 -1.1
C -3.79536 -1.55641 -2.92746 0.3 1.3 2.1
C -1.59002 -2.29278 -4.05762 -1.7 0.0 -0.4
C -0.90549 -0.95002 -4.35583 0.4 -0.3 1.8
C -1.29334 -0.34039 -5.64848 -1.4 1.0 -0.5
C -2.84257 -0.18875 -5.82744 0.5 -0.8 1.0
C -3.41108 0.99448 -5.06019 0.3 0.5 -0.6
C -3.07635 -0.00473 -7.31075 0.7 0.8 0.2
N -3.44868 -1.53174 -5.42736 1.1 1.6 -1.4
O -4.83364 -1.40006 -5.72150 -0.5 -0.3 0.5
H -4.84218 -3.57168 -4.60933 0.3 0.1 0.8
H -3.32412 -3.98607 -5.25832 0.3 -0.3 0.3
H -3.51045 -4.18410 -3.47547 -0.2 -0.6 0.2
H -3.31562 -0.54771 -2.68170 -0.7 -1.3 -0.2
H -4.88782 -1.41990 -3.00243 0.4 0.0 -0.2
H -3.60423 -2.21927 -2.03385 -0.1 0.6 -0.8
H -1.29974 -2.69243 -3.06456 -0.1 0.1 -0.7
H -1.49892 -3.03797 -4.86248 1.1 0.2 0.3
H -1.15990 -0.26372 -3.49535 0.1 -0.4 -0.8
H 0.19543 -1.02548 -4.31266 -0.4 -0.3 0.1
H -1.04671 -0.91153 -6.51287 0.8 -1.0 -0.4
H -0.75246 0.61030 -5.80494 -0.5 0.0 0.2
H -3.41747 0.78651 -3.99382 -0.2 0.5 -0.1
H -4.38826 1.27144 -5.46772 -0.2 -0.3 0.5
H -2.79883 1.88684 -5.28485 0.0 -0.3 0.3
H -2.41878 0.83178 -7.60666 -0.3 -0.3 -0.2
H -4.08838 0.25375 -7.57217 -0.4 0.0 0.0
H -2.75797 -0.90057 -7.81157 0.1 -0.4 -0.5
H -4.92410 -1.74395 -6.62155 0.1 -0.1 0.3
C 2.95833 -2.10936 -3.87960 0.3 -1.4 1.6
C 3.40773 -3.52858 -3.26764 -1.5 -0.9 -1.6
C 2.31274 -4.55403 -3.75679 0.0 -0.2 1.5
C 4.74623 -4.02326 -3.81257 0.2 1.0 -0.3
C 5.92994 -3.38702 -3.10452 0.8 -1.2 -0.6
C 5.88065 -3.72470 -1.63460 -1.5 -1.1 -0.1
C 4.57816 -3.19185 -1.01573 -1.1 0.1 -0.8
C 4.40203 -3.82351 0.31872 0.3 -1.1 0.9
C 4.67442 -1.70000 -0.90200 -1.3 1.5 1.2
N 3.38867 -3.66163 -1.83231 0.5 0.2 0.7
O 2.19918 -3.00045 -1.40449 -0.2 -0.4 0.9
H 3.56287 -1.30251 -3.49612 0.0 0.4 0.4
H 3.06687 -2.05999 -4.94036 0.0 -0.4 -0.8
H 1.90655 -2.01795 -3.58713 0.4 0.4 -0.1
H 2.29089 -4.63449 -4.79955 -0.3 0.5 -1.9
H 2.51187 -5.59787 -3.48734 0.5 0.2 0.5
H 1.30173 -4.37973 -3.34668 0.5 0.4 -0.3
H 4.86037 -5.09242 -3.78471 -0.3 -0.6 0.4
H 4.75101 -3.77690 -4.86883 0.1 0.1 -0.3
H 6.88827 -3.74892 -3.53014 -0.5 0.0 0.1
H 5.94994 -2.33030 -3.27539 -0.1 0.8 0.1
H 6.69679 -3.24605 -1.14377 0.7 0.1 0.7
H 5.85596 -4.84203 -1.43007 0.5 1.2 -0.5
H 4.43046 -4.90899 0.20970 -0.2 -0.1 -0.1
H 3.53457 -3.58523 0.91121 -0.6 0.5 -0.2
H 5.23250 -3.60020 0.95915 0.7 0.3 0.4
H 4.94656 -1.20910 -1.81581 0.3 0.2 -0.5
H 5.39026 -1.46037 -0.11902 0.3 0.1 -0.1
H 3.72462 -1.18842 -0.55896 0.8 -0.9 -0.4
H 1.71365 -3.59627 -0.77587 0.8 0.5 -0.8
C 2.86909 -1.33420 5.96829 0.8 0.6 -0.3
C 2.76846 -2.65494 5.21134 0.4 -0.4 0.6
C 3.97225 -2.79922 4.26908 0.2 0.4 0.4
C 2.75983 -3.83910 6.20027 -0.6 0.7 -0.1
C 1.51058 -3.74676 7.06177 0.0 -0.6 -0.1
C 0.35201 -3.92498 6.09923 -0.8 -0.4 0.2
C 0.21763 -2.84618 4.98705 0.5 -0.9 2.0
C -0.83106 -3.27857 3.93971 1.8 2.1 -0.9
C -0.18851 -1.50867 5.66670 -2.2 -1.3 0.8
N 1.56822 -2.76158 4.33134 -1.0 1.0 0.0
O 1.50025 -1.48225 3.66432 0.4 -0.4 -1.6
H 3.89081 -1.15179 6.29765 0.3 -0.3 0.0
H 2.66618 -0.54604 5.24859 -0.3 0.3 0.3
H 2.27564 -1.23124 6.86697 -0.2 0.0 -0.1
H 3.90030 -2.02174 3.47858 0.3 -0.5 0.5
H 4.90393 -2.68968 4.87819 -0.6 0.0 -0.7
H 3.95872 -3.80176 3.83097 0.0 0.2 -0.1
H 2.69267 -4.70523 5.56268 0.0 -0.7 0.0
H 3.65710 -3.93145 6.79580 0.5 0.3 0.0
H 1.48093 -4.48101 7.88251 0.0 -0.2 -0.5
H 1.39979 -2.81528 7.60283 0.3 0.4 -0.1
H -0.55889 -3.93138 6.70746 -0.2 0.0 -0.4
H 0.45279 -4.92157 5.63614 -0.1 0.3 0.0
H -1.04274 -2.29855 3.43434 0.1 -1.1 -0.4
H -1.76980 -3.61853 4.27078 -1.0 -0.6 1.1
H -0.37392 -4.01910 3.27577 -0.2 0.3 -0.1
H -1.23173 -1.62109 6.16827 1.4 0.0 -1.1
H -0.24257 -0.75174 4.90913 0.0 0.6 0.0
H 0.44511 -1.25813 6.50602 0.2 0.3 -0.3
H 1.45823 -1.68012 2.69080 -0.1 -0.3 1.1
C -5.77253 3.59443 -2.97590 2.0 -1.0 -0.9
C -4.76556 4.07759 -1.92267 0.0 0.0 1.1
C -3.39299 4.33571 -2.53316 -0.3 -1.6 -2.6
C -5.34997 5.39358 -1.32622 0.2 -1.0 -2.5
C -4.61317 5.97409 -0.22396 1.4 -0.2 4.0
C -4.52033 4.85874 0.90488 0.4 1.3 -0.3
C -3.98408 3.49346 0.50499 0.7 0.1 -1.1
C -2.41665 3.54265 0.49174 -0.5 -1.4 0.9
C -4.44132 2.49753 1.52906 -0.3 -1.6 -1.6
N -4.69037 3.03445 -0.80898 -0.1 2.1 0.3
O -4.11624 1.87450 -1.39276 0.2 -0.2 0.6
H -5.34886 2.72732 -3.53599 -0.1 0.6 0.3
H -6.66833 3.22788 -2.55535 -1.1 -0.1 0.7
H -5.96794 4.35645 -3.72371 -0.1 0.3 0.1
H -3.55562 4.66941 -3.60590 0.3 0.2 1.3
H -2.78304 5.00792 -1.98086 0.4 0.7 0.3
H -2.83092 3.37256 -2.70122 -0.5 0.8 0.5
H -5.45078 6.09287 -2.15957 0.0 0.0 -0.1
H -6.34981 5.13681 -1.04351 -0.8 0.0 0.5
H -3.56688 6.36933 -0.32966 -1.1 -0.2 -0.7
H -5.22159 6.73931 0.29773 0.5 0.1 -0.6
H -5.50683 4.76920 1.32511 -0.7 -0.3 0.0
H -3.91243 5.23277 1.75447 -0.1 -0.2 -0.5
H -1.99133 2.50264 0.41493 -0.4 0.9 -0.3
H -2.08489 3.88283 1.51220 -0.2 0.1 -1.1
H -2.05411 4.14837 -0.32272 0.4 0.2 0.1
H -5.51761 2.43574 1.39357 -0.2 -0.1 0.4
H -4.18053 2.64629 2.54703 0.4 0.5 0.8
H -4.01803 1.53854 1.17884 -0.2 0.0 0.5
H -4.77834 1.20593 -1.17704 0.2 0.0 -0.2
C 2.57215 3.33540 4.85405 0.6 0.4 -0.6
C 1.53188 4.27976 4.19502 0.8 1.2 0.8
C 2.18820 5.27023 3.24156 0.8 0.8 -0.5
C 0.52327 3.47733 3.44114 0.1 1.5 -2.3
C -0.38079 2.81129 4.37667 -0.9 -1.4 0.6
C -1.09513 3.73387 5.35110 -0.9 -0.4 -0.9
C -0.15970 4.63508 6.16387 0.3 -0.5 0.6
C -1.06059 5.74763 6.78457 0.2 1.1 -1.8
C 0.52944 3.85695 7.30885 -1.7 -1.7 0.0
N 0.81022 5.17677 5.18581 -0.1 0.2 -0.5
O 1.83601 5.95233 5.84186 -0.9 0.2 0.1
H 2.90740 3.76606 5.78075 0.0 0.1 0.5
H 2.14467 2.35753 5.02338 0.0 -0.3 0.2
H 3.51703 3.20891 4.27124 -0.9 0.1 0.0
H 1.48400 6.11530 3.05825 0.5 -0.6 -0.1
H 3.15990 5.68344 3.57198 -0.6 -0.1 0.4
H 2.48599 4.80945 2.29392 -0.5 -0.2 -0.1
H -0.02528 4.15134 2.69964 0.3 -0.5 1.1
H 1.09573 2.85423 2.73401 -0.3 -0.4 0.5
H -1.09695 2.22591 3.83973 -0.9 -0.2 -0.5
H 0.10235 2.01662 4.92307 0.7 -0.2 0.4
H -1.79870 3.09134 5.91710 0.7 0.5 0.5
H -1.80050 4.33275 4.74807 0.4 0.3 0.2
H -0.51990 6.51790 7.34691 0.2 -0.2 -0.2
H -1.81117 5.37103 7.46037 -0.2 -0.5 0.1
H -1.61269 6.27187 5.93121 0.7 -0.6 1.1
H -0.30069 3.53140 7.96627 0.3 0.5 0.2
H 1.23246 4.43318 7.88106 0.4 0.2 0.0
H 0.91522 2.84850 7.03160 0.3 1.0 -0.3
H 1.48250 6.85490 5.74131 0.4 -0.5 0.1
C 0.91879 4.87302 -1.16350 -0.8 -0.6 2.2
C 1.73894 3.84650 -1.86076 1.3 -2.7 -0.2
C 2.77101 3.11088 -0.85910 -2.9 0.3 0.1
C 0.79332 2.72017 -2.43800 0.7 0.8 -1.2
C 1.36592 1.84789 -3.59679 -0.8 1.5 0.7
C 1.85265 2.83268 -4.63409 1.3 -0.1 -1.4
C 2.94521 3.82388 -4.12060 0.5 -1.3 0.2
C 4.25891 3.08224 -3.79255 0.4 0.7 -0.7
C 3.24930 4.84066 -5.18308 0.4 0.3 -1.0
N 2.35574 4.52971 -3.01030 0.1 1.5 1.9
O 3.36423 5.39918 -2.35166 -0.2 -1.0 -0.8
H 0.20006 4.47986 -0.37126 1.3 0.1 -0.6
H 1.54723 5.66309 -0.74723 -0.3 0.0 -0.1
H 0.25390 5.18300 -1.90613 -1.0 1.4 -1.2
H 2.11784 2.68022 -0.05190 0.5 0.2 -0.6
H 3.23772 2.30039 -1.35954 0.6 -0.7 -0.3
H 3.47233 3.71708 -0.33363 0.6 0.8 -0.1
H 0.46265 2.16080 -1.60139 -0.5 -0.7 0.8
H -0.04872 3.20310 -2.93481 -0.4 0.3 0.4
H 2.08855 1.17126 -3.24024 1.5 -0.6 0.4
H 0.62325 1.16385 -3.98260 -0.6 0.2 -0.2
H 1.11558 3.53343 -4.98098 -1.2 0.1 0.2
H 2.14693 2.34968 -5.61853 0.3 0.3 1.3
H 4.11134 2.19973 -3.24486 -0.4 -1.2 0.9
H 5.06866 3.63582 -3.31223 -0.6 0.5 0.2
H 4.71537 2.77110 -4.71422 0.1 -0.3 -0.7
H 3.51417 4.32225 -6.10452 0.2 -0.2 -0.1
H 4.15018 5.37519 -4.87245 -0.3 0.4 -0.2
H 2.43166 5.51809 -5.48615 0.2 -0.2 0.7
H 3.16733 6.28009 -2.66627 -0.3 0.3 -0.2
C -3.66711 -5.59809 1.72834 0.2 -1.4 -0.6
C -4.04140 -4.63981 0.62563 1.2 -1.7 -0.6
C -3.91723 -3.20917 0.91106 -1.1 2.7 -1.0
O -3.19376 -4.99274 -0.52122 -0.2 0.2 0.1
H -2.60955 -5.52737 2.06817 -0.8 0.1 -0.3
H -3.89178 -6.65513 1.41934 0.6 0.9 -0.1
H -4.35981 -5.47830 2.51882 -0.4 0.5 1.3
H -5.06091 -4.81200 0.29269 -0.3 -0.2 0.2
H -4.67827 -2.85823 1.61722 -0.1 -0.3 0.1
H -4.23475 -2.72991 -0.07576 0.7 -0.1 1.3
H -2.99237 -2.74702 1.27810 0.2 -0.7 -0.4
H -3.78573 -5.13310 -1.26351 0.1 0.0 -0.2
C -0.11301 -7.10459 -1.06332 0.3 0.9 0.0
C 0.18392 -6.07183 0.03499 -0.1 -1.8 0.5
C 1.66748 -6.07299 0.38743 -0.2 0.7 0.1
O -0.27771 -4.81110 -0.37192 0.2 0.7 -0.2
H 0.10251 -8.12281 -0.78108 0.2 -0.3 0.3
H 0.56133 -6.80443 -1.87382 -0.4 -0.3 -0.3
H -1.16652 -7.07113 -1.35929 0.2 0.1 -0.1
H -0.37032 -6.35678 0.92666 -0.2 -0.1 0.4
H 2.22910 -5.93183 -0.55085 0.2 0.0 0.5
H 1.96894 -7.01291 0.88450 -0.2 0.3 -0.4
H 1.88179 -5.25279 1.10717 0.0 -0.4 -0.5
H -1.20136 -4.94935 -0.63441 -0.1 0.4 0.1
C -0.57144 -1.24965 -0.65315 -0.2 0.5 0.6
C 0.57645 -1.02565 0.30445 -0.3 -1.0 0.7
C 0.30701 0.02144 1.35783 -2.5 0.7 -0.2
O 0.84799 -2.29476 0.96351 -1.1 -0.5 -0.2
H -0.43569 -2.18758 -1.17644 0.1 0.0 -0.3
H -0.69075 -0.41598 -1.32730 0.1 0.2 -0.5
H -1.49780 -1.27510 -0.08768 -0.3 -0.3 0.2
H 1.43767 -0.83201 -0.25139 1.6 0.5 -1.0
H -0.25219 0.88261 0.91953 0.6 -0.3 -0.1
H 1.06367 0.45440 2.00203 0.5 -0.5 -0.1
H -0.48705 -0.44569 1.96819 0.4 0.3 0.3
H 0.10617 -2.92001 0.72255 1.2 0.7 0.5
```
Positions in Å, forces in eV/Å.

Computed properties:
energy above the lowest of the compared OMol25 structures with the same formula, charge and spin	44.7	kcal per mole
LUMO energy	0.411	eV
HOMO level	-8.1508	eV
strongest force on any atom	4.26	eV Å⁻¹
frontier orbital gap	0.3146	Ha
SMILES	CC1(C)CCCC(C)(C)N1O.CC1(C)CCCC(C)(C)N1O.CC1(C)CCCC(C)(C)N1O.CC1(C)CCCC(C)(C)N1O.CC1(C)CCCC(C)(C)N1O.CC1(C)CCCC(C)(C)N1O.CC(C)O.CC(C)O.CC(C)O

Here are the Mulliken charges for atoms 1 to 99, given in e:
1. C -1.963
2. C 1.702
3. C -0.269
4. C -0.425
5. C 2.270
6. C -1.783
7. C 1.631
8. C -1.165
9. C -2.225
10. N 0.201
11. O -0.539
12. H 0.443
13. H 0.538
14. H 0.132
15. H -0.451
16. H 0.550
17. H -0.628
18. H -0.667
19. H 0.738
20. H -0.794
21. H -0.536
22. H 0.590
23. H 0.288
24. H -0.097
25. H 0.552
26. H 0.322
27. H 0.350
28. H 0.496
29. H 0.563
30. H 0.361
31. C -1.139
32. C 1.200
33. C -2.099
34. C -1.271
35. C -0.624
36. C -1.201
37. C 2.040
38. C -1.956
39. C -1.504
40. N 0.350
41. O 1.875
42. H 0.320
43. H 0.719
44. H -0.501
45. H 0.635
46. H 0.440
47. H -0.107
48. H 0.377
49. H 0.407
50. H 0.413
51. H 0.366
52. H 0.420
53. H 0.353
54. H 0.413
55. H -0.245
56. H 0.589
57. H 0.358
58. H 0.594
59. H -0.370
60. H -0.637
61. C -2.220
62. C 2.072
63. C -1.971
64. C -1.495
65. C -0.588
66. C -1.170
67. C 2.198
68. C -2.059
69. C -1.616
70. N 0.194
71. O 0.379
72. H 0.518
73. H 0.534
74. H 0.284
75. H 0.208
76. H 0.497
77. H 0.374
78. H 0.454
79. H 0.402
80. H 0.405
81. H 0.327
82. H 0.386
83. H 0.352
84. H -0.042
85. H 0.496
86. H 0.283
87. H 0.325
88. H 0.202
89. H 0.384
90. H -0.417
91. C -1.877
92. C 2.134
93. C -1.554
94. C -1.689
95. C -0.415
96. C -1.687
97. C 2.315
98. C -0.562
99. C -2.094